(1)
Formula: C23H19Cl2F9IrN4O3PS
Source: the Open Molecules 2025 dataset
Level of theory: the ωB97M-V functional and the def2-TZVPD basis

XYZ file:
```
63
Properties=species:S:1:pos:R:3:forces:R:3
C -2.265 -0.958 3.073 -0.2 0.4 0.0
H 2.093 -4.600 2.554 0.0 -0.1 0.0
Cl 0.413 -2.091 -0.966 0.5 0.2 1.2
H 3.386 0.160 -0.009 -0.1 0.2 -0.1
H 0.603 -2.782 1.823 -0.1 -0.1 -0.1
F -4.730 0.084 6.878 -0.1 0.2 0.2
P 0.349 0.001 2.532 1.4 0.3 2.5
C -3.381 -1.118 3.883 0.2 -0.2 0.3
C -2.156 -0.177 5.754 0.2 -0.4 -0.4
H 3.999 3.691 -2.666 0.0 0.0 0.1
H 4.247 1.475 -1.869 -0.2 -0.2 0.1
C 2.628 5.427 4.096 0.1 0.0 0.0
O -1.039 1.963 1.059 1.7 0.5 -0.2
F -4.156 -1.992 7.030 0.1 -0.2 0.1
H -4.291 -1.538 3.474 0.0 -0.1 0.1
Cl -0.720 -0.034 -2.538 0.0 0.3 -0.6
C -4.477 -1.022 6.180 0.6 0.5 -0.5
F -5.567 -1.371 5.518 -0.3 -0.1 -0.2
C -0.693 -1.786 -2.301 -0.7 0.0 -0.6
C 2.371 1.828 2.950 0.2 0.1 0.0
C 2.916 3.042 3.320 0.0 -0.1 -0.1
H 2.368 -0.168 4.752 0.0 0.1 -0.1
C -3.307 -0.746 5.220 -0.5 -0.3 0.2
H 2.608 4.589 -2.214 0.0 0.0 0.0
C 2.625 2.675 -1.532 -0.1 -0.5 0.2
N 3.117 3.714 -2.167 -0.1 -0.1 0.1
F 3.956 5.431 4.147 0.2 -0.1 0.1
F 2.263 6.220 3.078 -0.1 0.0 -0.1
C 4.039 -4.495 4.459 0.1 0.5 -0.4
F 3.539 -5.698 4.225 -0.2 -0.2 0.0
C 1.427 -1.339 3.193 0.0 0.5 -1.3
C 0.737 3.773 4.074 -0.1 -0.1 0.0
H 3.973 3.230 3.201 0.0 0.1 0.0
F 2.150 5.945 5.217 -0.1 0.0 0.1
H 2.859 -0.421 -1.456 -0.1 0.2 0.0
C 1.014 1.568 3.157 -0.2 -0.6 -0.8
C -1.049 -0.011 4.942 0.3 0.4 0.0
O -1.872 0.213 0.227 1.8 -1.2 -1.3
C 2.085 4.025 3.850 0.0 0.1 0.0
C 1.328 -2.598 2.603 0.3 -0.1 -0.2
C 3.161 -2.142 4.645 -0.4 0.0 0.1
N 2.802 0.382 -0.822 -1.1 -0.2 0.7
C 3.076 -3.384 4.031 0.2 -0.3 0.2
N -2.082 1.282 0.856 -1.3 0.4 0.8
H -2.327 -1.268 2.041 0.0 0.0 -0.1
C 0.193 2.555 3.706 -0.2 0.2 0.0
H 0.111 4.531 4.520 -0.1 0.1 0.0
H -2.109 0.099 6.799 0.0 0.0 0.0
O -3.137 1.584 1.276 -0.3 0.2 -0.1
C -1.119 -0.356 3.586 -0.9 0.0 -1.2
H -0.867 2.389 3.830 0.0 0.0 0.1
H 3.859 -1.974 5.454 0.0 -0.1 0.0
H -1.689 -2.145 -2.029 0.2 0.2 0.0
F 5.157 -4.358 3.728 0.2 0.0 -0.1
H 3.001 1.063 2.518 0.2 -0.1 0.0
Ir 0.407 0.464 -0.083 -0.2 0.8 0.2
S 1.098 2.828 -0.740 -1.2 -1.4 0.8
F 4.369 -4.400 5.736 -0.1 0.1 0.3
N 3.308 1.524 -1.473 0.3 0.2 -0.3
C 2.315 -1.120 4.244 0.5 0.2 -0.1
H -0.317 -2.281 -3.198 0.0 0.1 0.2
C 2.166 -3.622 3.008 -0.2 0.1 0.2
H -0.138 0.379 5.372 0.0 0.1 0.0
```
Forces are in eV/Å.

Values from the calculation:
HOMO level (spin up / spin down) = -17.334 / -17.405 eV
Expectation value of S² = 1.031
Energy above the lowest of the compared OMol25 structures with the same formula, charge and spin = 59.04 kcal per mole
Gap between HOMO and LUMO (spin up / spin down) = 0.1518 / 0.1791 Ha
Total charge = +3
2S+1 = 2

Atom charges from the natural (NBO) analysis, given in e for atoms 1 to 2: atom 1 (C): -0.20, atom 2 (H): 0.26

---

(2)
Formula: C23H20ClF3NO6S3
Source: the Open Molecules 2025 dataset
Level of theory: the ωB97M-V functional and the def2-TZVPD basis

XYZ file:
```
57
Properties=species:S:1:pos:R:3:forces:R:3
H -3.277 -0.819 4.082 0.0 0.1 0.0
H -1.112 -1.600 3.073 -0.2 0.1 0.2
H 1.828 2.053 5.003 -0.1 -0.2 -0.3
C -2.804 -0.247 3.292 -0.2 0.3 -0.3
Cl 1.718 -0.743 5.528 -0.1 -0.4 0.5
C 2.563 1.450 1.710 -0.1 -0.1 -0.3
O -1.766 3.082 -0.484 0.1 0.9 0.9
F -1.503 -1.515 -0.972 1.6 -0.3 -0.3
H -5.420 3.203 -2.607 0.3 -0.2 -0.3
O 3.926 -2.474 -0.231 0.1 -1.1 0.7
O 2.188 -2.905 1.192 1.5 0.3 -1.0
H -6.312 1.601 -4.309 0.5 0.0 0.0
C -3.403 0.932 2.817 0.4 -0.5 0.0
C 2.836 -2.149 0.479 -1.5 0.5 0.8
C 2.211 2.171 2.852 0.5 -0.5 0.7
C -1.607 -0.693 2.739 -0.3 -0.1 0.1
O -0.315 2.979 -2.966 0.2 0.3 -0.4
F 0.211 -2.790 -0.505 -0.6 -0.4 -0.2
H -2.279 0.193 -5.001 0.1 -0.2 0.1
H -3.251 2.560 1.375 0.1 -0.4 0.1
H 2.102 3.257 2.803 0.3 -0.4 0.0
H -4.707 0.164 -5.572 0.2 0.1 0.2
C 2.018 0.105 4.063 0.5 0.8 -1.1
H 5.169 -4.695 -1.660 0.3 0.3 0.1
F -0.042 -2.029 -2.523 -0.4 0.1 0.3
H -4.328 1.283 3.266 0.1 0.0 -0.1
H -0.057 -0.297 1.301 -0.7 0.1 0.3
H 4.797 -3.736 1.196 -0.4 0.0 -0.6
H 3.616 -4.518 0.072 0.2 0.2 0.2
O -0.129 0.658 -3.808 0.0 -0.2 0.1
O 0.505 2.491 0.325 -0.4 -0.2 0.1
C -5.239 1.627 -4.087 0.4 -0.1 0.1
C -4.741 2.519 -3.130 0.0 0.1 -0.3
H 6.233 -4.847 -0.262 0.2 0.1 -0.1
C 5.572 -4.157 -0.789 -0.3 -0.3 -0.3
H 6.123 -3.271 -1.126 -0.1 -0.3 0.2
N -0.781 1.023 -1.398 -0.5 1.1 -1.0
C 4.439 -3.798 0.146 0.0 0.5 0.1
H 3.191 -0.231 -0.340 0.2 0.0 0.3
H -2.986 3.351 -2.225 0.1 -0.1 0.3
C -2.822 1.631 1.760 0.3 0.2 -0.3
H 2.875 1.965 0.811 -0.4 0.2 0.0
C 2.235 -0.609 2.879 -0.4 0.0 0.0
S -0.800 2.070 -0.117 -1.6 -0.1 -2.5
C -0.178 -1.729 -1.230 0.7 0.6 1.1
C 2.472 0.055 1.653 -0.8 -0.2 1.3
S -0.765 1.615 -2.945 -0.8 0.2 1.9
C 2.445 -0.683 0.321 2.0 -1.6 0.1
C -1.637 1.152 1.191 0.5 -0.3 0.3
C -4.334 0.801 -4.769 -0.3 0.3 0.0
C -3.373 2.582 -2.869 -0.1 -0.4 -0.1
C -2.499 1.644 -3.437 -0.5 0.3 -0.5
C 2.011 1.504 4.078 -0.2 0.0 -0.9
C -2.973 0.806 -4.451 -0.3 0.3 0.5
S 1.044 -0.311 -0.801 -0.6 0.2 -0.6
H 2.137 -1.696 2.899 0.0 0.5 0.0
C -1.026 0.013 1.709 0.6 0.3 -0.3
```
Forces are in eV/Å.

Values from the calculation:
HOMO level = -5.041 eV
Gap between HOMO and LUMO = 0.2796 Ha
Total charge = -1

Atom charges from the natural (NBO) analysis, given in e for atoms 1 to 2: atom 1 (H): 0.20, atom 2 (H): 0.22

---

(3)
Formula: C23H20ClFeN7OS2Se
Source: the Open Molecules 2025 dataset
Level of theory: the ωB97M-V functional and the def2-TZVPD basis

XYZ file:
```
56
Properties=species:S:1:pos:R:3:forces:R:3
C 3.327 0.936 -0.258 0.0 0.0 0.0
H 5.807 -0.983 0.623 0.0 0.0 0.0
S -0.529 1.763 2.178 0.0 0.0 0.1
C 5.313 1.163 0.757 0.0 0.0 0.0
H 2.992 3.357 1.074 0.0 0.0 0.0
C -1.765 -3.962 -1.187 0.0 0.0 0.0
S -4.230 -6.719 -0.352 0.0 0.0 0.0
H 3.134 -1.154 2.625 0.0 0.0 0.0
N -4.278 -5.642 0.851 0.0 0.0 0.0
C 5.158 -0.142 0.458 0.0 0.0 0.0
N 1.609 0.188 2.447 0.0 0.0 0.0
N 3.930 -0.272 -0.162 0.0 0.0 0.0
H 3.515 2.556 4.774 0.0 0.0 0.0
N -3.122 -6.021 -1.298 0.0 0.0 0.0
C -3.818 -3.202 2.525 0.0 0.0 0.0
H 2.390 -1.671 -0.118 0.0 0.0 0.0
H 3.158 -1.441 -1.709 0.0 0.0 0.0
C -2.753 -4.905 -0.694 0.0 0.0 0.0
N -0.547 -1.952 -0.748 0.0 0.0 0.0
C 1.755 2.233 3.617 0.0 0.0 0.0
C 2.811 -0.175 2.946 0.0 0.0 0.0
C -2.547 -1.186 2.635 0.0 0.0 0.0
C -1.692 0.897 -1.088 -0.1 -0.1 -0.1
H -2.278 -0.247 3.104 0.0 0.0 0.0
H -1.319 0.794 -2.109 0.0 0.0 0.0
C -1.472 -2.852 -0.393 0.0 0.0 0.0
C -3.150 -3.501 1.337 0.0 0.0 0.0
Se 1.719 1.330 -1.052 0.0 0.0 -0.1
C -3.420 -4.686 0.543 0.0 0.0 0.0
H -1.328 -4.956 -3.035 0.0 0.0 0.0
C -3.509 -2.034 3.183 0.0 0.0 0.0
H 0.766 -1.296 -2.163 0.0 0.0 0.0
C 3.889 3.230 0.471 0.0 0.0 0.0
H 3.716 3.680 -0.505 0.0 0.0 0.0
H 4.738 3.704 0.958 0.0 0.0 0.0
C -2.193 -2.603 0.865 0.0 0.0 0.0
Fe -0.590 -0.037 0.434 0.2 0.2 0.1
C 1.015 1.380 2.769 0.0 0.0 0.0
O 1.011 -0.681 1.648 0.0 -0.1 0.0
Cl -3.331 0.041 -1.146 0.0 0.0 0.0
N 4.181 1.817 0.317 0.0 0.0 0.1
H 0.329 -3.204 -3.727 0.0 0.0 0.0
C 3.525 0.638 3.780 0.0 0.0 0.0
C -1.104 -4.105 -2.405 0.0 0.0 0.0
C 3.335 -1.508 -0.635 0.0 0.0 0.0
H -4.004 -1.760 4.104 0.0 0.0 0.0
C -0.190 -3.146 -2.781 0.0 0.0 0.0
H 4.027 -2.322 -0.428 0.0 0.0 0.0
H -4.567 -3.887 2.900 0.0 0.0 0.0
C 0.061 -2.082 -1.916 0.0 0.0 0.0
N -1.912 -1.463 1.509 0.0 0.0 0.0
H 4.482 0.305 4.155 0.0 0.0 0.0
H 1.297 3.179 3.863 0.0 0.0 0.0
H -1.942 1.946 -0.935 0.0 0.0 0.0
C 2.981 1.881 4.118 0.0 0.0 0.0
H 6.120 1.682 1.241 0.0 0.0 0.0
```
Forces are in eV/Å.

Values from the calculation:
HOMO level (spin up / spin down) = -6.492 / -6.993 eV
Expectation value of S² = 6.013
Energy above the lowest of the compared OMol25 structures with the same formula, charge and spin = 0.00 kcal per mole
Gap between HOMO and LUMO (spin up / spin down) = 0.2181 / 0.2366 Ha
Total charge = 0
2S+1 = 5

Atom charges from the natural (NBO) analysis, given in e for atoms 1 to 2: atom 1 (C): 0.25, atom 2 (H): 0.23

---

(4)
Formula: C23H20ClNO
Source: the Open Molecules 2025 dataset
Level of theory: the ωB97M-V functional and the def2-TZVPD basis

XYZ file:
```
46
Properties=species:S:1:pos:R:3:forces:R:3
C -4.160 -1.454 -1.787 0.1 -0.2 0.2
H 0.114 2.190 0.836 0.1 0.2 0.1
H 2.015 -1.680 -1.961 -0.2 -0.2 0.0
H 1.076 -3.226 4.830 -0.1 0.0 0.0
C -1.569 3.876 -0.653 0.0 0.2 -0.1
C 2.049 0.475 -2.006 1.2 -0.1 0.1
C -0.485 -1.633 3.179 0.0 0.1 0.1
C -4.193 -0.116 -2.102 0.2 1.0 0.0
H -1.747 -1.480 0.590 0.0 -0.2 0.0
C 0.848 -2.016 3.073 0.1 0.2 -0.3
N -3.107 2.119 -1.555 0.8 0.6 0.5
C 1.238 -0.150 1.605 -0.5 0.7 -0.3
C -3.296 -1.940 -0.803 -0.2 0.0 -0.2
H 2.432 -3.309 3.709 -0.1 0.0 0.0
Cl 6.509 0.025 -1.572 1.2 -0.1 0.1
O 0.825 0.595 -2.135 -2.9 0.4 0.2
H -2.001 -0.254 2.595 -0.2 0.0 0.0
H -3.279 -2.992 -0.584 0.0 -0.2 0.0
C -1.683 1.387 0.047 0.9 -0.3 1.2
H -4.820 0.269 -2.887 -0.2 0.0 -0.2
H 1.892 0.408 0.956 0.3 0.1 -0.1
H -1.133 -2.199 3.825 -0.2 -0.1 0.1
C 4.252 1.472 -1.809 0.9 -0.6 0.1
H 4.471 -1.910 -1.723 0.1 -0.3 0.0
C 2.906 1.621 -1.942 -0.3 -0.5 0.1
H 2.728 -1.545 2.192 0.3 0.0 -0.1
H -0.689 3.941 -0.013 -0.2 -0.1 -0.1
H 4.906 2.327 -1.766 0.2 0.2 0.0
H -2.326 4.550 -0.254 0.0 0.1 0.0
C -2.105 2.502 -0.715 -0.4 0.0 -0.7
H -1.282 4.215 -1.649 0.0 0.0 0.0
C -2.452 -1.098 -0.123 0.1 0.5 -0.1
H -4.788 -2.142 -2.327 -0.1 -0.1 -0.1
C 1.346 -3.234 3.773 0.3 -0.2 0.2
H -3.564 2.707 -2.254 0.4 -0.2 0.5
C -2.481 0.267 -0.410 -0.6 -0.3 -0.2
C -0.565 1.354 0.905 -1.0 -0.2 -1.9
H 2.453 2.596 -2.008 -0.1 0.2 -0.1
C -0.970 -0.546 2.492 0.2 0.5 -0.3
C 4.006 -0.941 -1.784 1.0 0.4 0.1
C 4.822 0.196 -1.730 -1.3 0.1 -0.1
C 2.658 -0.817 -1.917 -0.3 0.5 0.1
C -0.117 0.222 1.670 0.1 -0.5 0.6
H 0.921 -4.131 3.321 0.0 0.0 0.0
C 1.696 -1.255 2.277 0.0 -0.3 0.2
C -3.349 0.752 -1.406 0.3 -1.3 0.4
```
Forces are in eV/Å.

Values from the calculation:
HOMO level = -5.376 eV
Energy above the lowest of the compared OMol25 structures with the same formula, charge and spin = 62.22 kcal per mole
Gap between HOMO and LUMO = 0.1183 Ha
Total charge = 0

Atom charges from the natural (NBO) analysis, given in e for atoms 1 to 2: atom 1 (C): -0.19, atom 2 (H): 0.22

---

Number 2 is which compound?
C23H20ClF3NO6S3